Entry from the OMol25 dataset: the ion C4H11N2S with charge -1 at a distorted geometry (ωB97M-V/def2-TZVPD).

Each line ends with the Löwdin charge.
CARTESIAN COORDINATES (ANGSTROEM)
N1 1.66755 -0.29270 -2.53624  -0.016
C1 0.95269 -1.28493 -1.65261  -0.335
N2 0.06830 -0.84179 -0.61503  -0.084
C2 0.45962 -1.23679 0.72855  -0.302
C3 -0.53101 -0.63456 1.71206  -0.328
C4 -0.44145 0.86708 1.83198  -0.713
S1 -1.27485 1.77873 0.44591  0.122
H1 2.15013 0.38957 -1.95000  0.046
H2 0.86868 0.25863 -2.85215  0.051
H3 1.58213 -2.11091 -1.39316  0.089
H4 0.35200 -1.71761 -2.45511  0.085
H5 -0.09680 0.16191 -0.57268  -0.040
H6 1.47030 -0.93959 1.06570  0.106
H7 0.40657 -2.33542 0.75518  0.101
H8 -1.49788 -0.99349 1.34392  0.095
H9 -0.36020 -1.19798 2.62933  0.087
H10 0.56754 1.23633 1.73950  0.018
H11 -0.90366 1.16686 2.76288  0.022

Atomic forces in eV per Å
-0.5 0.4 1.4
-0.9 0.3 -2.4
1.3 -0.3 0.5
-0.3 -0.2 -0.1
0.2 -1.4 -0.5
-0.9 0.3 -0.8
-0.2 0.2 0.2
0.2 -0.2 0.1
0.3 0.1 -0.4
0.8 -0.2 0.8
-0.5 -0.5 0.0
-0.4 0.4 -0.6
0.1 0.0 -0.4
0.1 0.1 0.3
-0.3 0.5 0.2
0.1 0.3 0.6
0.6 -0.2 0.6
0.1 0.3 0.3

Output
ΔE to the lowest compared entry with this formula, charge and spin, kJ/mol: 104.76
Kohn-Sham gap, eV: 6.5791
E_tot, Eh: -666.70667
HOMO level, Eh: -0.093
SMILES: NCNCCC[S-]
Charge: -1



Entry from the OMol25 dataset: a structure of composition C25H23BF2N3O4S2Sc at a distorted geometry (ωB97M-V/def2-TZVPD).

Each line ends with the Löwdin charge.
CARTESIAN COORDINATES (ANGSTROEM)
Sc1 0.11726 2.31155 -2.19813  1.019
O1 -0.53737 -2.02983 -3.10371  0.017
C1 -1.85294 -2.05175 -3.44956  -0.246
C2 -2.41120 -3.29257 -3.93627  -0.001
C3 -3.76280 -3.40178 -4.11033  -0.069
C4 -4.60499 -2.23933 -4.01763  -0.077
C5 -3.99099 -1.05517 -3.68578  -0.032
C6 -2.59471 -0.89072 -3.41762  -0.087
C7 -2.00866 0.38840 -3.06592  -0.400
O2 -0.73698 0.46961 -2.74833  -0.211
N1 -2.80050 1.40292 -3.13090  0.024
N2 -2.17341 2.58242 -2.75181  -0.147
C8 -3.02358 3.52982 -2.52737  -0.919
S1 -4.71513 3.20484 -2.49684  0.970
C9 -5.13269 4.95828 -2.13878  -0.512
C10 -3.98765 5.60164 -1.32593  -0.491
S2 -2.42022 5.14578 -2.18171  0.940
H1 -0.23471 -1.03129 -2.96193  0.098
H2 -1.68695 -4.03956 -4.00699  0.094
H3 -4.16180 -4.33508 -4.40244  0.086
H4 -5.69743 -2.22449 -4.16144  0.105
H5 -4.64391 -0.20041 -3.61976  0.098
H6 -6.13635 4.98220 -1.62863  0.092
H7 -5.30912 5.48853 -3.08551  0.072
H8 -3.99619 5.14380 -0.32068  0.082
H9 -4.06725 6.69298 -1.15220  0.088
F1 0.78139 3.76387 -3.14831  -0.419
B1 2.10707 0.83635 -2.76714  0.116
F2 3.16409 0.25295 -3.11135  0.241
C11 2.55514 -4.69979 4.29716  -0.050
C12 2.35839 -3.19419 4.51873  -0.210
C13 2.50811 -2.62142 5.80712  -0.054
C14 2.31784 -1.26632 5.93845  -0.103
C15 1.93572 -0.48827 4.85797  -0.024
C16 1.87047 -0.99898 3.57818  -0.232
N3 1.43703 -0.20977 2.50641  0.089
C17 2.33000 0.40458 1.66426  -0.208
C18 3.65069 0.01207 1.50435  -0.008
C19 4.54615 0.61522 0.62102  -0.077
C20 4.15754 1.72738 -0.11123  -0.110
C21 2.81169 2.09828 0.03472  -0.099
C22 1.90840 1.53847 0.95384  -0.050
C23 0.39676 1.87410 0.93310  -0.552
O3 -0.33245 1.57636 1.83512  0.099
O4 0.02528 2.42244 -0.16980  -0.130
C24 2.10154 -2.36860 3.40838  -0.174
C25 1.92315 -3.04698 2.06623  -0.035
H10 1.88212 -5.17090 3.60524  0.057
H11 2.65305 -5.14112 5.32508  0.087
H12 3.54158 -4.87680 3.84126  0.084
H13 2.79667 -3.20776 6.71707  0.121
H14 2.36649 -0.78660 6.90613  0.100
H15 1.70216 0.55160 5.09237  0.119
H16 0.67600 0.50531 2.75327  0.141
H17 3.92146 -0.92168 1.93944  0.100
H18 5.52288 0.13021 0.44945  0.114
H19 4.76683 2.22977 -0.89866  0.120
H20 2.56866 2.99521 -0.55991  0.113
H21 1.48524 -2.42190 1.27986  0.081
H22 1.21510 -3.84311 2.20564  0.069
H23 2.91802 -3.38075 1.75272  0.091

Atomic forces in eV per Å
-1.5 -0.1 1.0
0.6 1.1 -0.2
0.8 -0.5 -0.7
0.0 2.7 1.6
-0.4 1.4 -0.4
1.0 -0.5 0.4
0.0 0.5 0.0
-1.5 -1.4 -0.1
-0.7 0.3 -0.3
0.6 0.6 0.1
0.0 0.4 0.4
0.4 0.3 0.1
1.3 -0.3 0.0
-0.4 0.8 0.1
-0.9 0.6 0.0
-0.4 -0.5 0.5
-0.9 0.0 0.3
-1.3 -2.2 -0.2
0.6 -1.5 -0.2
-0.5 -0.9 -0.3
0.8 -0.4 0.0
0.2 0.4 0.1
1.2 -0.1 -0.1
0.3 -0.2 0.2
0.2 0.1 -0.4
0.1 -0.6 -0.6
0.1 -0.2 0.1
0.8 0.0 0.0
-0.4 0.0 0.1
1.5 0.8 1.6
0.4 -0.2 0.1
0.3 -0.9 -0.3
-0.5 0.2 0.2
0.2 0.8 0.6
0.0 -1.0 0.6
-1.2 1.6 0.4
0.0 1.0 0.3
0.6 -0.5 -0.8
0.3 -0.6 0.0
-0.8 -0.1 -0.6
0.4 1.4 -0.1
-0.5 -0.1 -1.2
2.5 0.0 -0.9
-1.1 0.0 1.2
-0.4 0.6 -1.8
-0.6 -0.3 0.0
0.3 0.9 0.1
-0.7 -0.2 0.3
-0.6 -0.1 -1.1
-0.1 0.2 0.0
-0.4 0.3 -1.1
0.1 -0.1 0.1
0.1 -0.1 -0.5
1.1 -1.6 -0.5
0.4 -0.4 0.5
-0.5 0.4 0.3
-0.4 -0.5 1.0
-0.5 -0.4 0.4
0.3 0.2 0.3
0.0 -0.7 -0.2
-0.4 -0.4 -0.3

Output
ΔE to the lowest compared entry with this formula, charge and spin, kJ/mol: 95.39
Kohn-Sham gap, eV: 7.2802
E_tot, Eh: -3213.55772
HOMO level, Eh: -0.295
Charge: 0



Entry from the OMol25 dataset: a structure of composition C34H22F5I2N7OPSZn (ωB97M-V/def2-TZVPD).

Each line ends with the Löwdin charge.
CARTESIAN COORDINATES (ANGSTROEM)
Zn1 0.28895 -1.96229 -0.27669  0.425
I1 -0.00414 -6.21826 -3.26761  0.874
C1 -1.28015 -5.57550 -1.75353  -0.652
C2 -2.42155 -6.32751 -1.43795  -0.242
C3 -3.28213 -5.93595 -0.44831  -0.683
I2 -4.95953 -7.12199 -0.04865  0.858
C4 -3.03050 -4.74898 0.28679  -0.213
C5 -3.83157 -4.23578 1.33123  -0.046
C6 -3.47256 -3.08139 1.97074  -0.041
C7 -2.30069 -2.41363 1.57505  -0.132
N1 -1.54903 -2.86497 0.60330  0.050
C8 -1.87929 -4.00313 -0.04238  -0.133
C9 -0.95562 -4.39473 -1.09110  -0.437
O1 0.06827 -3.67133 -1.34735  -0.179
H1 -2.61721 -7.23441 -1.99396  0.071
H2 -4.72833 -4.76816 1.62040  0.057
H3 -4.07471 -2.67886 2.77376  0.104
H4 -1.96774 -1.49849 2.05455  0.080
C10 -1.49174 2.36380 3.41776  -0.286
P1 -1.16247 1.55456 1.79130  1.014
C11 0.19755 2.61985 1.17073  -0.373
C12 0.32195 2.88264 -0.19460  -0.107
C13 1.40722 3.58741 -0.69329  -0.085
C14 2.39558 4.04304 0.16969  -0.083
C15 2.27881 3.80153 1.53021  -0.091
C16 1.18914 3.09695 2.02569  -0.115
C17 -2.56879 2.22863 0.81883  -0.396
C18 -3.43359 1.32616 0.20766  -0.116
C19 -4.51914 1.77482 -0.53560  -0.085
C20 -4.74743 3.13402 -0.67381  -0.096
C21 -3.88875 4.04599 -0.06994  -0.088
C22 -2.80762 3.59489 0.66852  -0.098
H5 -0.73023 2.05842 4.13571  0.023
H6 -2.45460 2.00055 3.78008  0.035
H7 -1.51872 3.45282 3.35695  0.038
H8 -0.45146 2.55394 -0.87718  0.078
H9 1.46778 3.77257 -1.75830  0.079
H10 3.25030 4.58290 -0.21785  0.100
H11 3.04263 4.15145 2.21423  0.103
H12 1.12652 2.91009 3.09035  0.089
H13 -3.23522 0.26409 0.29214  0.078
H14 -5.17351 1.06050 -1.01894  0.101
H15 -5.58497 3.48687 -1.26257  0.097
H16 -4.05798 5.10940 -0.18643  0.098
H17 -2.12709 4.31024 1.11693  0.106
N2 3.36565 1.42733 -3.40648  0.129
C23 3.11846 0.12724 -3.04040  -0.361
C24 2.16259 -0.16633 -2.04915  -0.062
N3 1.87721 -1.41206 -1.72429  0.027
C25 2.55190 -2.39797 -2.33018  -0.121
C26 3.52878 -2.09236 -3.25175  -0.113
N4 3.81421 -0.84372 -3.62087  0.127
H18 2.54402 2.02359 -3.43506  0.029
H19 3.92583 1.48949 -4.24278  0.091
H20 1.63664 0.62935 -1.53385  0.101
H21 2.28738 -3.41140 -2.06720  0.096
H22 4.09825 -2.88236 -3.72671  0.105
F1 5.62554 1.98124 2.31993  0.109
C27 4.65197 1.07100 2.19670  -0.148
C28 4.73520 0.07461 1.24281  -0.144
F2 5.81239 0.00163 0.45212  0.112
C29 3.72057 -0.85933 1.13086  -0.243
F3 3.90172 -1.84057 0.24024  0.078
C30 2.56919 -0.82492 1.91697  -0.531
S1 1.29238 -2.02728 1.82899  0.650
C31 2.53020 0.19138 2.87004  -0.261
F4 1.48062 0.30731 3.69634  0.057
C32 3.54934 1.11215 3.02604  -0.169
F5 3.46701 2.06253 3.96981  0.099
N5 -0.84232 -0.42163 -1.05469  0.130
C33 -1.01922 0.26493 -1.97999  -0.363
N6 -1.28072 1.02364 -2.98934  0.085
C34 -0.32110 1.82031 -3.41359  -0.397
N7 0.48965 2.53942 -3.83111  0.104

Atomic forces in eV per Å
0.0 0.1 0.0
0.0 0.0 0.0
0.0 0.0 0.0
0.0 0.0 0.0
0.0 0.0 0.0
0.0 0.0 0.0
0.0 0.0 0.0
0.0 0.0 0.0
0.0 0.0 0.0
0.0 0.0 0.0
0.0 0.0 0.0
0.0 0.0 0.0
0.0 0.0 0.0
0.0 0.0 0.0
0.0 0.0 0.0
0.0 0.0 0.0
0.0 0.0 0.0
0.0 0.0 0.0
0.0 0.0 0.0
0.0 0.0 0.0
0.0 0.0 0.0
0.0 0.0 0.0
0.0 0.0 0.0
0.0 0.0 0.0
0.0 0.0 0.0
0.0 0.0 0.0
0.0 0.0 0.0
0.0 0.0 0.0
0.0 0.0 0.0
0.0 0.0 0.0
0.0 0.0 0.0
0.0 0.0 0.0
0.0 0.0 0.0
0.0 0.0 0.0
0.0 0.0 0.0
0.0 0.0 0.0
0.0 0.0 0.0
0.0 0.0 0.0
0.0 0.0 0.0
0.0 0.0 0.0
0.0 0.0 0.0
0.0 0.0 0.0
0.0 0.0 0.0
0.0 0.0 0.0
0.0 0.0 0.0
0.0 0.0 0.0
0.0 0.0 0.0
0.0 0.0 0.0
0.0 0.0 0.0
0.0 0.0 0.0
0.0 0.0 0.0
0.0 0.0 0.0
0.0 0.0 0.0
0.0 0.0 0.0
0.0 0.0 0.0
0.0 0.0 0.0
0.0 0.0 0.0
0.0 0.0 0.0
0.0 0.0 0.0
0.0 0.0 0.0
0.0 0.0 0.0
0.0 0.0 0.0
0.0 0.0 0.0
0.0 0.0 0.0
0.0 0.0 0.0
0.0 0.0 0.0
0.0 0.0 0.0
0.0 0.0 0.0
0.0 0.0 0.0
0.0 0.0 0.0
0.0 0.0 0.0
0.0 0.0 0.0
0.0 0.0 0.0
0.0 0.0 0.0

Output
ΔE to the lowest compared entry with this formula, charge and spin, kJ/mol: 0.00
Kohn-Sham gap, eV: 7.2741
E_tot, Eh: -5381.17422
HOMO level, Eh: -0.197
Charge: -1